Molecular formula: C3H2N2O3S2
Method: DFT, the ωB97M-V functional and the def2-TZVPD basis

Geometry as XYZ:
```
12
Properties=species:S:1:pos:R:3:mulliken_charge:R:1
C 0.476 -1.575 0.179 0.057
C 0.797 -0.321 0.451 -0.460
C -1.022 0.360 -0.293 0.253
N -1.560 -0.713 -0.565 -0.375
N -0.848 -1.826 -0.243 -0.076
O 2.699 1.077 -0.465 -0.428
O -1.765 2.403 0.990 -0.454
O 0.521 2.187 0.307 -0.356
S 1.800 1.185 0.608 0.583
S -1.088 2.120 -0.234 0.505
H 1.055 -2.429 0.253 0.483
H -1.065 -2.469 -0.986 0.267
```

Properties
LUMO (spin up / spin down): 0.15 / -3.25 eV
total charge: 0
energy above the lowest of the compared OMol25 structures with the same formula, charge and spin: 2.4791 eV
largest force on an atom: 4.5 eV/Å
multiplicity: 3
HOMO (spin up / spin down): -6.13 / -9.80 eV